Molecular formula: C17H33N4O6P
Method: DFT, wB97M-V/def2-TZVPD

Element x y z (Å)
1 P -1.1975 -3.5282 -1.8007
2 O 0.1245 -4.0659 -1.0454
3 O -2.9393 2.1836 1.3408
4 O -2.3948 -4.3694 -1.1267
5 O 2.9783 -1.5529 1.1410
6 O -0.9022 2.7433 0.5963
7 O 0.1018 1.5171 -3.0797
8 N -0.0636 -0.4286 3.2205
9 N -1.1949 -2.5148 3.5796
10 N -1.3866 -1.9579 -0.8914
11 N -1.7680 -0.6203 4.8537
12 C 1.5115 2.5912 0.4481
13 C 3.2158 -0.8555 -0.0914
14 C -1.6892 0.4883 0.2933
15 C 0.3041 2.5582 1.3768
16 C -1.9482 -0.6690 1.0501
17 C -1.2677 0.3877 -1.0193
18 C -1.1258 -0.8498 -1.5974
19 C -1.8876 1.8824 0.8362
20 C -2.4172 -0.6463 2.4751
21 C 0.1182 3.6934 -4.0732
22 C 2.4809 1.4313 0.6957
23 C 2.2470 0.2883 -0.2825
24 C -1.7806 -1.8658 0.4031
25 C -1.3368 -1.0690 3.5040
26 C 2.0448 -2.5804 0.9916
27 C -0.2053 2.1976 -4.2278
28 C 0.6105 1.6548 -5.4136
29 H -1.9854 -2.7968 0.9096
30 H 2.0398 3.5325 0.5886
31 H 0.3572 3.3433 2.1288
32 H 1.6791 1.7563 -5.2103
33 H 1.1796 3.8254 -3.8498
34 H 1.6300 -2.8199 1.9747
35 H 0.3871 0.5974 -5.5762
36 H 2.5043 -3.4940 0.6000
37 H 0.1427 0.2046 3.9839
38 H 2.4406 1.0567 1.7222
39 H -1.9957 -3.0108 3.2200
40 H 3.5012 1.7879 0.5384
41 H 1.1534 2.5375 -0.5812
42 H 1.2204 -0.0874 -0.2306
43 H -2.8075 0.3375 2.7102
44 H -3.2586 -1.3368 2.5743
45 H -1.9867 0.3732 4.7850
46 H 2.3816 0.6789 -1.2942
47 H -1.2747 2.1477 -4.5449
48 H -2.6756 -1.0402 5.0417
49 H 0.2348 1.6030 1.9030
50 H -0.1119 4.2617 -4.9840
51 H 0.7064 -1.0855 3.2191
52 H -0.4648 4.1251 -3.2561
53 H 0.4068 -3.5690 -0.2665
54 H 3.1723 -1.5636 -0.9223
55 H 0.3883 2.1896 -6.3463
56 H 1.2195 -2.2778 0.3326
57 H -1.0398 1.2489 -1.6566
58 H -0.8107 -0.9130 -2.6332
59 H -2.4495 -4.3391 -0.1639
60 H -0.3474 -2.8517 3.1470
61 H 4.2313 -0.4649 -0.0197

highest occupied orbital energy	-6.25	eV
electronic energy	-1679.31109	hartree
E_LUMO	-0.054	hartree
gap between HOMO and LUMO	0.1756	Eh
largest force on an atom	0.020	Eh/bohr